C28H38Cl5N2OOsSbSi3 as an isolated structure, computed with wB97M-V/def2-TZVPD.

Positions of all 79 atoms, in Å:
Os -0.403 -2.022 0.627
C -0.736 1.769 -2.976
Sb 0.316 0.126 -2.051
C -1.325 -0.964 -1.118
C -2.542 -0.204 -0.676
C -3.642 -0.880 -0.120
C -4.760 -0.174 0.270
C -4.775 1.208 0.124
C -3.640 1.802 -0.394
N -2.559 1.126 -0.777
Si -1.835 -2.221 -2.483
C -0.417 -3.177 -3.273
C -3.244 -3.398 -2.080
C -2.518 -1.205 -3.922
C 1.215 1.122 -0.251
C 0.186 1.167 0.834
C -0.076 2.368 1.512
C -1.166 2.530 2.337
C -2.013 1.451 2.543
C -1.623 0.246 2.011
N -0.549 0.084 1.201
Si 1.774 2.866 -0.887
C 2.597 2.815 -2.577
C 3.045 3.644 0.268
C 0.452 4.195 -1.111
Si 2.825 0.127 0.108
C 4.118 0.341 -1.236
C 3.622 0.571 1.743
C 2.526 -1.719 0.204
H -1.555 1.309 -3.526
H -0.099 2.299 -3.682
H -1.169 2.428 -2.239
H -3.592 -1.949 0.028
H -5.611 -0.694 0.694
H -5.629 1.804 0.415
H -3.586 2.881 -0.503
H 0.076 -3.892 -2.617
H 0.337 -2.508 -3.688
H -0.856 -3.731 -4.108
H -3.073 -4.027 -1.206
H -3.352 -4.057 -2.946
H -4.187 -2.865 -1.960
H -1.743 -0.629 -4.432
H -3.319 -0.522 -3.629
H -2.928 -1.895 -4.665
H 0.609 3.191 1.383
H -1.332 3.483 2.822
H -2.886 1.503 3.175
H -2.165 -0.664 2.232
H 3.522 2.243 -2.627
H 2.850 3.858 -2.792
H 1.947 2.476 -3.384
H 4.001 3.121 0.257
H 2.714 3.711 1.306
H 3.226 4.663 -0.085
H -0.229 3.977 -1.930
H 1.018 5.087 -1.398
H -0.143 4.459 -0.239
H 4.601 1.318 -1.255
H 3.748 0.105 -2.234
H 4.888 -0.397 -0.994
H 3.909 1.616 1.839
H 4.534 -0.030 1.820
H 2.990 0.314 2.591
H 2.092 -2.173 -0.685
H 1.907 -1.917 1.088
H 3.478 -2.219 0.413
Cl 0.374 -4.820 1.933
C 0.611 -3.633 3.182
C 0.384 -2.270 2.892
C 0.733 -1.446 3.983
Cl 0.739 0.301 3.962
C 1.148 -1.938 5.237
Cl 1.500 -0.885 6.558
C 1.290 -3.297 5.456
Cl 1.785 -3.918 6.978
C 1.035 -4.157 4.397
Cl 1.252 -5.851 4.620
O -0.699 -3.355 -0.291

Calculated values
HOMO-LUMO gap in eV: 7.312
LUMO in hartree: -0.035
2S+1: 1
Charge: 0
Calculated total energy in eV: -129929.57023
Energy above the lowest of the compared OMol25 structures with the same formula, charge and spin in kcal per mole: 29.2